{
  "formula": "CH13NSi4",
  "method": "ωB97M-V with the def2-TZVPD basis set",
  "total_charge": 0,
  "smiles": "[SiH3]N([SiH3])[SiH3].C=[SiH2]",
  "de_lowest_kcal_mol": 80.35,
  "lumo_ev": 0.07,
  "energy_ev": -34245.0517,
  "symbols": ["C", "N", "Si", "Si", "Si", "Si", "H", "H", "H", "H", "H", "H", "H", "H", "H", "H", "H", "H", "H"],
  "xyz": [[-2.13371, 0.10512, -3.46988], [1.06322, 0.47630, 1.58220], [1.38987, 1.22246, 3.14506], [-0.56756, 0.56234, 0.93406], [-2.21962, -1.68303, -3.62122], [2.29754, -0.66572, 0.87004], [1.38257, -1.63862, 0.18796], [-2.73122, 0.67098, -2.75875], [-1.68328, 0.76925, -4.17097], [0.46388, 2.47639, 3.14263], [2.80506, 1.47745, 2.80817], [0.88740, 0.55979, 4.31442], [-1.66196, 1.12209, 1.80908], [-0.53056, 1.31285, -0.45794], [-1.21996, -0.93999, 0.61057], [-2.89731, -2.71782, -2.80873], [-0.99160, -2.08887, -4.22192], [3.36076, 0.25321, 0.18336], [2.98649, -1.27417, 1.92185]]
}